C5H3F3O2 in the gas phase, computed with wB97M-V/def2-TZVPD.

Results
- SMILES = COC1=C(F)C(=O)C1(F)F
- Kohn-Sham gap (eV) = 10.3
- highest occupied orbital energy (eV) = -9.927
- energy above the lowest of the compared OMol25 structures with the same formula, charge and spin (kcal/mol) = 45.30
- LUMO level (eV) = 0.3
- max |F| (eV/Å) = 5.8
- electronic energy (eV) = -17478.1995

Each atom is followed by the atoms it is bonded to, with distances in Å.
Atoms and positions in Å:
1 C -1.626 0.742 0.405  C2 1.423, C3 1.472, F8 1.309
2 C -0.445 -0.050 0.460  C1 1.423, C4 1.571, O7 1.295
3 C -1.425 1.210 -0.976  C1 1.472, C4 1.592, O6 1.191
4 C -0.012 0.478 -0.955  C2 1.571, C3 1.592, F9 1.366, F10 1.349
5 C 1.456 -1.168 0.888  O7 1.435, H11 1.001, H12 1.197, H13 1.072
6 O -2.006 1.922 -1.736  C3 1.191
7 O 0.148 -0.788 1.342  C2 1.295, C5 1.435
8 F -2.729 0.850 1.103  C1 1.309
9 F 0.197 -0.479 -1.907  C4 1.366
10 F 1.018 1.340 -1.076  C4 1.349
11 H 1.946 -0.475 0.357  C5 1.001
12 H 1.530 -2.196 0.279  C5 1.197
13 H 1.949 -1.386 1.815  C5 1.072